Run 1
C4H5NS2 | ωB97M-V/def2-TZVPD

The calculation puts the HOMO energy at -8.345 eV. Its SMILES is C1=CSC=NSC1. For the frontier orbital gap, the calculation gives 8.9 eV. Its LUMO energy is 0.540 eV.

The geometry in ORCA input format:
```
! wB97M-V def2-TZVPD RIJCOSX def2/J DEFGRID3
* xyz 0 1
C -0.24 1.44 -0.16
C 1.04 0.99 -0.30
S 1.89 -0.60 0.20
C 0.77 -2.09 -0.03
N -0.45 -2.11 -0.25
S -1.65 -0.94 -0.06
C -1.09 0.57 0.55
H -0.50 2.15 -1.03
H 1.42 1.74 -0.90
H 1.47 -2.87 -0.07
H -2.05 1.08 0.61
H -0.61 0.63 1.45
*
```



Run 2
C4H5NS2 | ωB97M-V/def2-TZVPD

The calculation puts the HOMO energy at -7.812 eV. Its SMILES is Cn1sccc1=S. For the frontier orbital gap, the calculation gives 7.5 eV. Its LUMO energy is -0.294 eV.

The geometry in ORCA input format:
```
! wB97M-V def2-TZVPD RIJCOSX def2/J DEFGRID3
* xyz 0 1
C 0.33 0.36 -1.54
N 0.03 -0.17 -0.28
S 1.00 -1.22 0.48
C 0.04 -1.15 1.90
C -0.94 -0.17 1.94
C -1.10 0.52 0.76
S -2.03 1.61 0.03
H -0.59 0.39 -2.15
H 0.54 1.55 -1.71
H 1.03 -0.27 -2.05
H 0.13 -1.90 2.57
H -1.44 0.13 2.84
*
```



Going by the computed energies, the most stable comes first: run 2, run 1.



Run 1
C5H11N3 | ωB97M-V/def2-TZVPD

The calculation puts the HOMO energy at -8.522 eV. Its SMILES is CC[C@@H]1C[C@H]1/N=N/N. For the frontier orbital gap, the calculation gives 9.7 eV. Its LUMO energy is 1.208 eV.

The geometry in ORCA input format:
```
! wB97M-V def2-TZVPD RIJCOSX def2/J DEFGRID3
* xyz 0 1
C -2.31 1.20 -0.45
C -1.23 0.47 -1.40
C 0.05 0.09 -0.75
C 0.68 -1.21 -1.04
C -0.08 -0.94 0.32
N 0.77 -0.84 1.47
N 1.91 -0.25 1.28
N 2.56 0.05 2.42
H -1.79 2.07 0.04
H -2.57 0.60 0.42
H -3.10 1.65 -1.01
H -1.02 1.07 -2.31
H -1.69 -0.47 -1.69
H 0.87 0.87 -0.68
H 1.78 -1.16 -1.14
H 0.29 -1.87 -1.88
H -1.09 -1.34 0.60
H 2.37 -0.41 3.29
H 3.60 0.41 2.53
*
```



Run 2
C5H11N3 | ωB97M-V/def2-TZVPD

The calculation puts the HOMO energy at -8.981 eV. Its SMILES is CC(C)(C)N(N)C#N. For the frontier orbital gap, the calculation gives 9.7 eV. Its LUMO energy is 0.768 eV.

The geometry in ORCA input format:
```
! wB97M-V def2-TZVPD RIJCOSX def2/J DEFGRID3
* xyz 0 1
C 0.64 0.73 -0.90
C -0.15 -0.04 0.14
C -1.28 -0.79 -0.65
C -0.74 0.97 1.06
N 0.82 -1.01 0.89
N 2.10 -0.39 1.20
C 0.27 -1.61 1.96
N -0.31 -2.03 2.84
H 1.16 0.11 -1.63
H -0.10 1.41 -1.44
H 1.32 1.50 -0.52
H -1.95 -1.36 -0.02
H -0.83 -1.62 -1.18
H -1.73 -0.25 -1.40
H -0.87 0.49 2.07
H 0.03 1.80 1.21
H -1.80 1.25 0.65
H 2.52 -0.68 2.05
H 2.76 -0.57 0.42
*
```



Run 3
C5H11N3 | ωB97M-V/def2-TZVPD

The calculation puts the HOMO energy at -7.979 eV. Its SMILES is N[C@@H]1[C@@H]2N[C@H]2C[C@H]1N. For the frontier orbital gap, the calculation gives 9.0 eV. Its LUMO energy is 1.028 eV.

The geometry in ORCA input format:
```
! wB97M-V def2-TZVPD RIJCOSX def2/J DEFGRID3
* xyz 0 1
N -1.82 -1.26 -0.19
C -1.03 0.00 0.02
C -0.15 0.27 -1.34
N 0.50 -0.36 -2.45
C 0.97 -0.73 -1.06
C 1.43 -0.01 0.23
C 0.05 0.00 1.20
N -0.02 1.31 1.88
H -2.17 -1.69 0.70
H -2.46 -1.36 -0.99
H -1.74 0.84 0.25
H 0.09 1.33 -1.27
H 1.08 0.29 -2.91
H 0.66 -1.74 -0.93
H 1.72 1.02 0.17
H 2.27 -0.48 0.77
H -0.13 -0.88 1.80
H 0.44 1.35 2.84
H 0.30 2.08 1.29
*
```



Going by the computed energies, the most stable comes first: run 2, run 1, run 3.



Run 1
C5H10NO | ωB97M-V/def2-TZVPD

The calculation puts the HOMO energy (alpha / beta) at -13.045 / -13.045 eV. For the frontier orbital gap (alpha / beta), the calculation gives 8.5 / 8.5 eV. Its LUMO energy (alpha / beta) is -4.503 / -4.501 eV.

The geometry in ORCA input format:
```
! wB97M-V def2-TZVPD RIJCOSX def2/J DEFGRID3
* xyz 1 1
C 1.46 -0.46 0.64
C 1.48 -0.38 -0.73
C -0.16 1.40 -0.63
C 0.31 0.09 1.30
C 0.26 0.23 -1.36
N -0.96 -0.67 1.15
O -0.79 -0.71 -1.29
H 2.22 -0.87 1.23
H 2.41 -0.92 -1.26
H -1.27 1.63 -0.63
H 0.52 2.26 -0.77
H 0.30 0.75 2.25
H 0.53 0.52 -2.46
H -1.74 -0.12 1.52
H -0.91 -1.62 1.69
H -0.90 -0.88 0.13
H -1.56 -0.30 -1.58
*
```



Run 2
C5H10NO | ωB97M-V/def2-TZVPD

The calculation puts the HOMO energy at -13.531 eV. Its SMILES is C=CC[C@@H]([NH3+])C=O. For the frontier orbital gap, the calculation gives 9.8 eV. Its LUMO energy is -3.716 eV.

The geometry in ORCA input format:
```
! wB97M-V def2-TZVPD RIJCOSX def2/J DEFGRID3
* xyz 1 1
C 1.25 -1.93 0.66
C 1.29 -0.74 0.00
C 0.43 -0.28 -1.19
C -0.71 0.62 -0.57
N -1.21 0.06 0.72
C -0.49 2.14 -0.26
O -0.42 2.55 0.88
H 0.86 -2.91 0.32
H 1.32 -1.91 1.74
H 2.18 -0.15 0.18
H 0.33 -1.11 -1.90
H 1.04 0.45 -1.71
H -1.49 0.70 -1.37
H -2.24 -0.03 0.99
H -0.90 -0.93 0.90
H -0.74 0.53 1.61
H -0.50 2.94 -0.99
*
```



Run 3
C5H10NO | ωB97M-V/def2-TZVPD

The calculation puts the HOMO energy (alpha / beta) at -13.381 / -13.382 eV. For the frontier orbital gap (alpha / beta), the calculation gives 6.6 / 6.6 eV. Its LUMO energy (alpha / beta) is -6.767 / -6.767 eV.

The geometry in ORCA input format:
```
! wB97M-V def2-TZVPD RIJCOSX def2/J DEFGRID3
* xyz 1 1
C -0.58 -1.36 -0.14
C -0.98 0.02 -0.67
C 1.54 -0.47 0.53
C -0.27 1.17 0.15
C 1.20 0.81 -0.15
N -2.42 0.02 -0.40
O -2.79 0.13 0.71
H -0.34 -1.96 -0.91
H -1.28 -1.84 0.55
H -0.95 0.29 -1.66
H 1.93 -0.34 1.62
H 2.13 -1.04 -0.01
H 0.54 -1.24 0.53
H -0.47 2.09 -0.30
H -0.38 1.22 1.29
H 1.32 0.76 -1.32
H 1.79 1.74 0.18
*
```



Run 4
C5H10NO | ωB97M-V/def2-TZVPD

The calculation puts the HOMO energy at -13.066 eV. Its SMILES is C=C[C@H]1C[NH2+]CO1. For the frontier orbital gap, the calculation gives 9.6 eV. Its LUMO energy is -3.483 eV.

The geometry in ORCA input format:
```
! wB97M-V def2-TZVPD RIJCOSX def2/J DEFGRID3
* xyz 1 1
C -2.05 -0.88 -0.39
C -1.04 -0.84 -1.28
C 0.28 -0.22 -0.95
C 0.22 1.15 -0.23
N 1.27 0.98 0.84
C 0.96 -0.47 1.19
O 0.97 -1.12 0.00
H -2.41 0.00 0.14
H -2.57 -1.80 -0.16
H -1.14 -1.29 -2.27
H 0.98 -0.17 -1.78
H -0.73 1.38 0.26
H 0.47 1.92 -0.96
H 2.16 1.10 0.37
H 1.16 1.55 1.67
H -0.08 -0.41 1.55
H 1.55 -0.89 2.01
*
```



Going by the computed energies, the most stable comes first: run 4, run 2, run 1, run 3.



Run 1
C5H10NO | ωB97M-V/def2-TZVPD

The calculation puts the HOMO energy at -14.047 eV. Its SMILES is C=[NH+]CCCC=O. For the frontier orbital gap, the calculation gives 8.8 eV. Its LUMO energy is -5.230 eV.

The geometry in ORCA input format:
```
! wB97M-V def2-TZVPD RIJCOSX def2/J DEFGRID3
* xyz 1 1
C -1.88 1.86 -0.05
N -0.83 1.18 -0.33
C -1.04 -0.22 -0.57
C 0.12 -1.12 -0.91
C 0.74 -1.70 0.48
C 1.62 -0.58 1.01
O 1.67 0.61 0.68
H -1.86 2.93 0.17
H -2.91 1.52 -0.18
H 0.14 1.55 -0.44
H -1.82 -0.37 -1.32
H -1.58 -0.77 0.20
H 0.89 -0.63 -1.53
H -0.08 -1.85 -1.73
H 1.36 -2.54 0.20
H -0.04 -1.94 1.23
H 2.39 -0.84 1.72
*
```



Run 2
C5H10NO | ωB97M-V/def2-TZVPD

The calculation puts the HOMO energy at -15.273 eV. Its SMILES is C[C@@H]1C[N+](C)=CO1. For the frontier orbital gap, the calculation gives 11.4 eV. Its LUMO energy is -3.902 eV.

The geometry in ORCA input format:
```
! wB97M-V def2-TZVPD RIJCOSX def2/J DEFGRID3
* xyz 1 1
C -0.10 -2.37 0.62
C 0.60 -1.05 0.38
C -0.05 0.28 0.74
N -0.16 0.97 -0.51
C -0.54 2.39 -0.49
C 0.38 0.25 -1.47
O 0.74 -0.95 -1.17
H -1.23 -2.42 0.48
H 0.04 -2.60 1.66
H 0.43 -3.08 0.01
H 1.52 -1.22 0.79
H -1.04 0.16 1.17
H 0.62 0.83 1.42
H -1.24 2.95 -1.07
H 0.41 2.87 -0.60
H -0.90 2.44 0.51
H 0.52 0.56 -2.50
*
```



Run 3
C5H10NO | ωB97M-V/def2-TZVPD

The calculation puts the HOMO energy at -12.657 eV. For the frontier orbital gap, the calculation gives 3.5 eV. Its LUMO energy is -9.196 eV.

The geometry in ORCA input format:
```
! wB97M-V def2-TZVPD RIJCOSX def2/J DEFGRID3
* xyz 1 1
O -2.18 -0.96 -0.71
C -2.98 -0.43 0.13
C -2.84 -0.35 1.52
C 0.03 0.55 -0.14
C 1.33 0.61 0.21
C 2.42 -0.02 -0.63
N 3.69 0.63 -0.37
H -3.93 0.00 -0.28
H -3.64 0.13 2.11
H -2.10 -1.00 2.10
H -0.79 0.48 0.60
H -0.33 0.37 -1.18
H 1.65 1.10 1.14
H 2.46 -1.11 -0.49
H 4.36 0.60 -1.10
H 4.04 0.42 0.52
H 2.16 0.09 -1.68
*
```



Going by the computed energies, the most stable comes first: run 2, run 1, run 3.



Run 1
C7H17NO | ωB97M-V/def2-TZVPD

The calculation puts the HOMO energy at -8.854 eV. Its SMILES is CCN(C)C(C)=O.CC. For the frontier orbital gap, the calculation gives 9.7 eV. Its LUMO energy is 0.819 eV.

The geometry in ORCA input format:
```
! wB97M-V def2-TZVPD RIJCOSX def2/J DEFGRID3
* xyz 0 1
C 0.66 0.62 -2.54
C 0.21 0.50 -1.08
N 0.08 -0.92 -0.65
C 1.21 -1.48 0.00
C -1.10 -1.63 -0.78
C -2.54 -1.10 -0.90
O -0.99 -2.83 -0.99
H 1.34 1.44 -2.72
H -0.13 0.38 -3.25
H 1.30 -0.31 -2.75
H 1.00 0.99 -0.52
H -0.84 0.80 -1.00
H 1.24 -2.58 -0.13
H 2.12 -1.18 -0.52
H 1.35 -1.22 1.06
H -3.21 -1.74 -0.33
H -2.58 -0.09 -0.49
H -2.76 -1.15 -1.95
C 0.59 1.98 1.92
C 0.38 0.95 3.04
H 1.52 1.81 1.40
H -0.24 1.97 1.18
H 0.43 2.98 2.32
H 0.03 0.03 2.54
H -0.45 1.07 3.70
H 1.39 0.71 3.40
*
```



Run 2
C7H17NO | ωB97M-V/def2-TZVPD

The calculation puts the HOMO energy at -8.124 eV. Its SMILES is CCC(C)=O.CCCN. For the frontier orbital gap, the calculation gives 9.0 eV. Its LUMO energy is 0.837 eV.

The geometry in ORCA input format:
```
! wB97M-V def2-TZVPD RIJCOSX def2/J DEFGRID3
* xyz 0 1
C 2.35 -1.09 0.70
C 1.68 -0.35 -0.45
C 0.96 0.92 0.00
C 0.84 1.99 -1.06
O 0.90 1.24 1.20
H 3.08 -0.45 1.19
H 2.86 -1.98 0.33
H 1.63 -1.40 1.45
H 2.42 -0.07 -1.19
H 0.97 -1.00 -0.96
H 1.84 2.35 -1.29
H 0.41 1.58 -1.98
H 0.25 2.83 -0.70
C -1.83 -0.44 -1.56
C -1.73 0.22 -0.20
C -1.35 -0.98 1.14
N -0.92 -0.40 2.32
H -2.46 0.14 -2.24
H -0.86 -0.56 -2.03
H -2.27 -1.44 -1.49
H -1.40 1.26 -0.23
H -2.74 0.39 0.19
H -2.27 -1.55 1.25
H -0.57 -1.56 0.67
H -0.12 0.29 2.12
H -1.67 0.08 2.81
*
```



Going by the computed energies, the most stable comes first: run 1, run 2.



Run 1
C7H17NO | ωB97M-V/def2-TZVPD

The calculation puts the HOMO energy at -9.297 eV. Its SMILES is CCN(C)C(C)=O.CC. For the frontier orbital gap, the calculation gives 10.1 eV. Its LUMO energy is 0.793 eV.

The geometry in ORCA input format:
```
! wB97M-V def2-TZVPD RIJCOSX def2/J DEFGRID3
* xyz 0 1
C 1.99 1.72 1.78
C 0.75 1.50 0.91
N -0.18 0.33 1.31
C 0.42 -0.93 1.01
C -1.46 0.40 0.66
C -2.36 1.50 1.07
O -1.87 -0.59 0.07
H 1.80 1.59 2.77
H 2.49 2.76 1.40
H 2.76 0.96 1.94
H 0.55 2.49 0.63
H 1.10 1.19 -0.23
H 0.81 -1.26 0.08
H 1.38 -0.88 1.75
H -0.08 -1.78 1.40
H -3.40 1.36 1.07
H -2.03 1.90 2.11
H -2.15 2.48 0.68
C -0.60 -1.61 -2.16
C 0.50 -2.03 -3.11
H -1.04 -0.65 -2.33
H -1.51 -2.21 -2.04
H -0.40 -1.67 -1.01
H 1.34 -1.88 -2.44
H 0.61 -1.54 -4.02
H 0.59 -3.14 -3.29
*
```



Run 2
C7H17NO | ωB97M-V/def2-TZVPD

The calculation puts the HOMO energy at -8.984 eV. Its SMILES is CCN(C)C(C)=O.CC. For the frontier orbital gap, the calculation gives 9.9 eV. Its LUMO energy is 0.876 eV.

The geometry in ORCA input format:
```
! wB97M-V def2-TZVPD RIJCOSX def2/J DEFGRID3
* xyz 0 1
C 0.54 1.09 1.82
C 0.73 1.82 0.44
N 0.13 1.16 -0.71
C -1.14 1.72 -1.32
C 0.73 0.00 -1.15
C 1.88 -0.75 -0.39
O 0.26 -0.52 -2.15
H -0.09 1.63 2.51
H 1.49 0.96 2.53
H 0.27 0.06 1.55
H 0.35 2.80 0.72
H 1.85 1.82 0.40
H -1.79 1.03 -1.92
H -1.70 1.85 -0.21
H -1.17 2.68 -1.72
H 2.42 -0.02 0.25
H 1.61 -1.67 0.15
H 2.58 -1.00 -1.25
C -1.41 -1.72 0.62
C -1.39 -2.47 1.94
H -1.79 -0.73 0.75
H -0.37 -1.68 0.17
H -1.97 -2.16 -0.26
H -2.48 -2.53 2.20
H -0.98 -1.85 2.73
H -0.79 -3.36 1.93
*
```



Going by the computed energies, the most stable comes first: run 2, run 1.